A) The following is a quantum chemistry calculation of an isolated molecule of C14H19N3O5, from the Open Molecules 2025 dataset.

Structure (ORCA input):
```
! RIJCOSX wB97M-V def2-TZVPD def2/J DEFGRID3
* xyz 0 1
N -3.57520 0.42960 -0.74903
C -3.20817 -0.89861 -0.90479
O -4.00949 -1.68388 -1.41249
C -1.97096 -1.46368 -0.20575
C -1.42668 -2.72932 -0.89663
C 0.00457 -2.89812 -0.43681
N -0.13127 -3.00349 1.02942
C 1.01940 -1.90572 -0.88278
O 1.29855 -1.81880 -2.09109
N 1.65076 -1.03418 -0.13016
C 2.41593 0.23593 -0.70796
C 2.67579 1.14702 0.51111
C 1.35562 2.07470 0.79437
C 0.74263 2.04697 1.98368
C -0.63445 2.39636 2.26207
C -1.26219 3.16608 1.28482
O -2.52166 3.60571 1.33027
C -0.59490 3.35423 0.04996
C 0.62507 2.77441 -0.18836
C 3.82968 -0.25869 -1.18030
O 4.80416 0.49534 -1.18513
O 3.78471 -1.41036 -1.87139
H -3.15566 1.06254 -0.02892
H -4.45772 0.61470 -1.30876
H -2.15996 -1.69237 0.81427
H -1.36683 -0.52262 -0.27605
H -1.95647 -3.58596 -0.56771
H -1.56937 -2.47862 -1.90691
H 0.39042 -3.83995 -0.96697
H 0.79931 -2.73955 1.47047
H -0.22210 -4.00772 1.28933
H 1.13807 -0.95654 0.83030
H 1.80665 0.58708 -1.54503
H 3.52657 1.73471 0.36240
H 2.76444 0.39570 1.43224
H 1.11750 1.50859 2.82506
H -0.99559 2.09574 3.30122
H -3.33594 3.64112 1.87284
H -1.13001 4.01037 -0.60695
H 1.03463 3.08279 -1.09520
H 2.90012 -1.53150 -2.29865
*
```

Values from the calculation:
HOMO energy: -9.072 eV
lowest unoccupied orbital energy: 0.214 eV
gap between HOMO and LUMO: 9.286 eV
SMILES: NC(=O)CC[C@H](N)C(=O)N[C@@H](Cc1ccc(O)cc1)C(=O)O

=====

B) The following is a quantum chemistry calculation of C14H19N3O5 as an isolated structure, from the Open Molecules 2025 dataset.

Structure (ORCA input):
```
! RIJCOSX wB97M-V def2-TZVPD def2/J DEFGRID3
* xyz 0 1
C -0.17781 -0.86311 2.04998
C -0.20604 -1.31185 0.57706
C 1.22722 -1.24312 2.69464
C 2.43594 -1.42522 1.60161
C 3.76682 -1.65230 2.47274
C -0.15963 -0.39494 -1.64791
C 0.93163 -1.34483 -2.06909
C -0.24895 0.78052 -2.38157
C -1.16232 1.77006 -2.03000
C -0.95415 2.85495 -1.16784
C -2.49675 1.42781 -2.39841
C -1.99024 3.77637 -0.67947
C -3.43433 2.26807 -1.99134
C -3.31136 3.44694 -1.21627
H -1.13908 -2.42751 2.82502
H -2.32675 -1.03103 2.81764
H -0.26996 0.33763 2.19272
H 1.08363 -2.25807 3.33866
H 1.74135 -0.39935 3.57568
H 2.00772 -2.44014 0.83054
H 2.65802 -0.46041 0.51239
H 5.91559 -2.06300 1.87636
H 4.70225 -2.50068 0.69977
H 0.69087 0.57301 0.15173
H -1.15954 -1.00342 -1.59993
H -0.56260 0.34333 -3.50251
H 0.94147 0.98764 -2.50152
H 0.10431 3.04069 -0.69844
H -2.70651 0.54975 -3.05915
H -1.90335 4.52227 0.28762
H -4.40923 2.14956 -1.97171
H -5.19460 3.69246 -1.40696
H -0.02701 -2.66826 -1.26773
N -1.25024 -1.35262 2.89669
N 4.61919 -2.37608 1.72079
N 0.26726 -0.25625 -0.24291
O -0.53802 -2.54207 0.33491
O 4.15565 -1.16973 3.65141
O 1.98395 -0.85767 -2.61375
O -4.47590 4.11266 -0.95872
O 0.87148 -2.59201 -1.70273
*
```

Values from the calculation:
HOMO energy: -8.846 eV
lowest unoccupied orbital energy: 0.178 eV
gap between HOMO and LUMO: 9.024 eV

=====

Top of the stability list: A), leading by 678.7 kJ/mol.

=====

A) The following is a quantum chemistry calculation of C2H7N4S as an isolated structure, from the Open Molecules 2025 dataset.

Structure (ORCA input):
```
! RIJCOSX wB97M-V def2-TZVPD def2/J DEFGRID3
* xyz 1 1
C 0.21797 0.26407 -1.13515
C 0.28380 -1.21578 1.03169
N 0.68494 1.39500 -0.49839
N -0.51907 -0.88148 0.11203
N -1.69266 -1.38152 -0.34186
N 0.54076 1.78257 0.84241
S 0.10975 -0.16409 -2.68933
H 0.06488 -2.03568 1.61665
H 1.19860 -0.53614 1.09811
H 0.91391 2.15309 -1.28560
H -2.03487 -2.12458 0.32781
H -1.69975 -1.34810 -1.36103
H 0.64525 2.78648 0.91618
H 1.28649 1.30613 1.36648
*
```

Values from the calculation:
HOMO energy: -13.478 eV
lowest unoccupied orbital energy: -4.385 eV
gap between HOMO and LUMO: 9.092 eV

=====

B) The following is a quantum chemistry calculation of an isolated ion of composition C2H7N4S and charge +1, from the Open Molecules 2025 dataset.

Structure (ORCA input):
```
! RIJCOSX wB97M-V def2-TZVPD def2/J DEFGRID3
* xyz 1 1
N -2.54770 0.33372 -0.29828
N -1.24388 -0.03357 0.03739
C -0.16597 0.82779 -0.04649
C 1.02946 0.10279 0.11921
N 2.44312 0.49867 -0.08895
S 0.75672 -1.67041 -0.21125
N -0.94581 -1.47136 0.22012
H -2.87571 -0.43532 -0.98761
H -3.14779 0.20265 0.52088
H -0.50822 1.75036 -0.31281
H 2.98537 0.23374 0.81021
H 2.26270 1.48906 -0.26485
H 2.79169 -0.17149 -0.74612
H -0.83397 -1.65662 1.24855
*
```

Values from the calculation:
HOMO energy: -11.888 eV
lowest unoccupied orbital energy: -4.050 eV
gap between HOMO and LUMO: 7.838 eV
SMILES: NN1C=C([NH3+])SN1

=====

Top of the stability list: A), leading by 24.4 kJ/mol.

=====

A) The following is a quantum chemistry calculation of an isolated molecule of C2HClN2O2, from the Open Molecules 2025 dataset.

Structure (ORCA input):
```
! RIJCOSX wB97M-V def2-TZVPD def2/J DEFGRID3
* xyz 0 1
N -0.38391 -2.55668 -1.38970
C -0.10872 -1.46516 -1.17126
C 0.06430 -0.05221 -0.70464
Cl 1.40288 0.77316 -1.43021
N -1.15935 0.77927 -0.95190
O -1.84738 0.98947 0.05423
O -1.26862 1.34303 -1.96487
H 0.17867 0.07272 0.36447
*
```

Values from the calculation:
HOMO energy: -11.981 eV
lowest unoccupied orbital energy: -0.785 eV
gap between HOMO and LUMO: 11.196 eV
SMILES: N#C[C@@H](Cl)[N+](=O)[O-]

=====

B) The following is a quantum chemistry calculation of a 2-piece molecular cluster, C2HClN2O2 overall, from the Open Molecules 2025 dataset.

Structure (ORCA input):
```
! RIJCOSX wB97M-V def2-TZVPD def2/J DEFGRID3
* xyz 0 1
C -0.64886 0.38470 0.32062
C -0.30169 -1.61071 -0.27544
N 0.37336 1.00672 0.23009
N 1.52052 1.31408 0.30401
O 0.33246 -1.87268 0.65012
O -0.91560 -1.69817 -1.24668
Cl -2.27946 0.61661 0.51495
H 1.91927 1.85946 -0.49767
*
```

Values from the calculation:
HOMO energy: -9.257 eV
lowest unoccupied orbital energy: -0.385 eV
gap between HOMO and LUMO: 8.873 eV

=====

Top of the stability list: B), leading by 78.2 kJ/mol.

=====

A) The following is a quantum chemistry calculation of a 2-piece molecular cluster, C2H6OS2 overall, from the Open Molecules 2025 dataset.

Structure (ORCA input):
```
! RIJCOSX wB97M-V def2-TZVPD def2/J DEFGRID3
* xyz 0 1
C 1.70794 0.52995 1.35394
O 2.13581 -0.10651 0.38069
H 1.32672 0.09152 2.25269
H 1.38471 1.62642 1.28036
C -0.56062 -0.07390 -1.59843
S -1.20520 0.79813 -0.15860
S -2.02477 -0.56061 1.23678
H -1.42816 -0.54539 -2.12094
H -0.20918 0.62054 -2.35812
H 0.05749 -0.83590 -1.20466
H -1.18473 -1.54425 0.93628
*
```

Values from the calculation:
HOMO energy: -8.437 eV
lowest unoccupied orbital energy: 0.353 eV
gap between HOMO and LUMO: 8.791 eV
SMILES: C=O.CSS

=====

B) The following is a quantum chemistry calculation of a 2-piece molecular cluster, C2H6OS2 overall, from the Open Molecules 2025 dataset.

Structure (ORCA input):
```
! RIJCOSX wB97M-V def2-TZVPD def2/J DEFGRID3
* xyz 0 1
C 2.84919 -0.33585 -0.18969
C 2.25574 0.53054 0.85630
O 1.26699 0.20786 1.47596
H 2.18527 -1.18102 -0.38936
H 3.68544 -0.93667 0.19206
H 3.08095 0.21460 -1.09656
H 2.73630 1.49891 1.08886
S -1.60430 0.69762 -1.12248
S -1.66311 -0.81216 0.23975
H -0.72930 0.19187 -2.01746
H -0.59370 -0.64121 1.04991
*
```

Values from the calculation:
HOMO energy: -9.180 eV
lowest unoccupied orbital energy: 0.547 eV
gap between HOMO and LUMO: 9.726 eV
SMILES: CC=O.SS

=====

Top of the stability list: B), leading by 86.7 kJ/mol.

=====

A) The following is a quantum chemistry calculation of a 2-piece molecular cluster, C4H10O overall, from the Open Molecules 2025 dataset.

Structure (ORCA input):
```
! RIJCOSX wB97M-V def2-TZVPD def2/J DEFGRID3
* xyz 1 2
C 2.31761 -0.08545 -0.87426
O 1.16933 -0.33500 -1.70046
H 2.94782 0.69437 -1.29369
H 1.95627 0.25134 0.09943
H 2.85596 -1.02253 -0.75917
H 1.22101 0.08095 -2.56553
C -1.32639 -0.59459 1.66072
C -1.48784 0.64201 0.86891
C -1.42740 0.60894 -0.51250
H -2.29171 -1.04335 1.92273
H -0.71332 -1.30572 1.10272
H -0.85011 -0.44692 2.63468
H -1.74824 1.53644 1.43865
H -1.98064 1.15097 -1.26629
H -0.64236 -0.13145 -0.75595
*
```

Values from the calculation:
expectation value of S²: 0.7537
HOMO energy (spin up / spin down): -14.348 / -14.348 eV
lowest unoccupied orbital energy (spin up / spin down): -5.468 / -8.463 eV
gap between HOMO and LUMO (spin up / spin down): 8.880 / 5.884 eV

=====

B) The following is a quantum chemistry calculation of a 2-piece molecular cluster, C4H10O overall, from the Open Molecules 2025 dataset.

Structure (ORCA input):
```
! RIJCOSX wB97M-V def2-TZVPD def2/J DEFGRID3
* xyz 1 2
C -0.47139 2.19756 -0.43200
C 0.71839 2.54891 0.18225
H -0.88708 2.77646 -1.25013
H -1.00819 1.30712 -0.13498
H 1.30982 3.39821 -0.14130
H 1.15295 1.87463 0.91275
C -0.58742 -1.49633 -0.15203
O -0.47590 -2.07761 1.11276
C 0.71873 -0.86154 -0.63440
H -1.21609 -0.60811 -0.04966
H -1.13942 -2.04657 -0.92410
H 0.06891 -2.88325 1.01244
H 1.26164 -0.43940 0.21876
H 0.66942 0.00141 -1.34098
H 1.45775 -1.44950 -1.19501
*
```

Values from the calculation:
expectation value of S²: 0.7525
HOMO energy (spin up / spin down): -14.331 / -14.167 eV
lowest unoccupied orbital energy (spin up / spin down): -5.977 / -10.047 eV
gap between HOMO and LUMO (spin up / spin down): 8.354 / 4.120 eV

=====

Top of the stability list: A), leading by 98.0 kJ/mol.

=====

A) The following is a quantum chemistry calculation of a 2-piece molecular cluster, C3H3FN2 overall, from the Open Molecules 2025 dataset.

Structure (ORCA input):
```
! RIJCOSX wB97M-V def2-TZVPD def2/J DEFGRID3
* xyz 0 3
C -1.49469 -1.09806 -0.07105
C -0.29244 -0.87186 -0.28734
C 1.76500 0.32976 -0.04386
N 2.76145 0.90501 0.03395
N 0.89124 -0.44265 -0.41413
F -2.69010 1.19057 0.02252
H -2.33188 -1.59469 0.26223
H -2.14662 0.29971 -0.04983
H 3.53805 1.28221 0.54752
*
```

Values from the calculation:
expectation value of S²: 2.0116
HOMO energy (spin up / spin down): -5.324 / -9.910 eV
lowest unoccupied orbital energy (spin up / spin down): 0.388 / -3.165 eV
gap between HOMO and LUMO (spin up / spin down): 5.712 / 6.745 eV

=====

B) The following is a quantum chemistry calculation of an isolated molecule of C3H3FN2, from the Open Molecules 2025 dataset.

Structure (ORCA input):
```
! RIJCOSX wB97M-V def2-TZVPD def2/J DEFGRID3
* xyz 0 3
C 2.17680 -0.82357 -1.12858
C 0.84624 -1.34139 -0.48260
C -0.01030 -0.16923 -0.13443
N 3.13624 -0.41854 -1.58995
N 0.65805 -2.57541 -0.35409
F -0.57658 -2.87820 0.21692
H 0.11673 0.06236 0.92522
H -1.06248 -0.38757 -0.30931
H 0.28805 0.70219 -0.71338
*
```

Values from the calculation:
expectation value of S²: 2.0139
HOMO energy (spin up / spin down): -7.346 / -12.065 eV
lowest unoccupied orbital energy (spin up / spin down): 0.578 / -4.424 eV
gap between HOMO and LUMO (spin up / spin down): 7.924 / 7.641 eV

=====

Top of the stability list: B), leading by 18.6 kJ/mol.

=====

A) The following is a quantum chemistry calculation of an isolated molecule of C6H5N, from the Open Molecules 2025 dataset.

Structure (ORCA input):
```
! RIJCOSX wB97M-V def2-TZVPD def2/J DEFGRID3
* xyz 0 1
C 2.37167 1.58227 -0.30685
C 1.71806 0.61017 -0.58435
C 0.88293 -0.53299 -0.88274
N 0.71779 -1.62165 0.12090
C -0.32262 -0.69657 -0.07176
C -1.45454 -0.24585 0.35302
C -2.64874 0.15686 0.69529
H 2.93608 2.45205 -0.05278
H 0.89883 -0.89520 -1.90838
H 1.24212 -1.44345 0.97562
H -3.51615 -0.29798 0.22516
H -2.82544 0.93232 1.43689
*
```

Values from the calculation:
HOMO energy: -8.933 eV
lowest unoccupied orbital energy: 1.001 eV
gap between HOMO and LUMO: 9.933 eV
SMILES: C#C[C@H]1NC1=C=C

=====

B) The following is a quantum chemistry calculation of C6H5N as an isolated structure, from the Open Molecules 2025 dataset.

Structure (ORCA input):
```
! RIJCOSX wB97M-V def2-TZVPD def2/J DEFGRID3
* xyz 0 1
C 0.07917 -0.47165 0.02153
N 0.03483 -1.75748 -0.07489
C -0.06185 0.77845 0.01219
C 1.97210 0.48216 0.23454
C -1.97084 0.54171 -0.18761
C 3.15433 0.69565 0.40442
C -3.16609 0.69495 -0.33049
H 0.03710 -2.33379 0.75474
H -0.04343 -2.20651 -0.97670
H -0.01265 1.84365 0.05663
H 4.18576 0.89457 0.56706
H -4.20843 0.83828 -0.48142
*
```

Values from the calculation:
HOMO energy: -8.992 eV
lowest unoccupied orbital energy: 0.462 eV
gap between HOMO and LUMO: 9.454 eV

=====

Top of the stability list: A), leading by 515.2 kJ/mol.